Entry from the OMol25 dataset: a molecular structure, C32H42N4O3Pd (ωB97M-V/def2-TZVPD).

Cartesian coordinates (Å):
Pd: 0.90 1.35 1.78
C: -2.62 -0.18 -4.05
C: -3.57 -0.16 -2.84
C: -3.95 -1.61 -2.48
C: -4.84 0.57 -3.26
C: -2.89 0.49 -1.64
C: -1.61 0.07 -1.26
C: -0.98 0.58 -0.13
N: 0.25 0.22 0.36
C: 1.13 -0.80 0.04
C: 0.87 -1.91 -0.75
C: 1.85 -2.88 -0.99
C: 3.10 -2.71 -0.42
C: 3.40 -1.63 0.42
C: 2.41 -0.67 0.67
O: 2.61 0.35 1.49
C: 4.78 -1.48 1.07
C: 5.74 -2.60 0.65
C: 5.41 -0.15 0.67
C: 4.64 -1.55 2.60
C: 1.49 -4.09 -1.85
C: 0.93 -3.63 -3.21
C: 2.69 -5.00 -2.13
C: 0.42 -4.93 -1.14
C: -1.61 1.63 0.63
O: -0.93 2.18 1.62
C: -2.90 2.04 0.26
C: -3.51 1.45 -0.86
C: -3.72 3.11 1.01
C: -2.99 3.83 2.15
C: -4.18 4.20 0.02
C: -4.97 2.43 1.61
H: -3.13 -0.60 -4.92
H: -1.73 -0.79 -3.86
H: -2.29 0.83 -4.29
H: -4.41 -2.11 -3.34
H: -4.64 -1.62 -1.64
H: -3.06 -2.18 -2.19
H: -5.24 0.12 -4.18
H: -4.64 1.63 -3.46
H: -5.61 0.51 -2.49
H: -1.09 -0.66 -1.87
H: -0.13 -2.06 -1.15
H: 3.86 -3.45 -0.60
H: 5.89 -2.61 -0.43
H: 5.39 -3.58 0.96
H: 6.71 -2.42 1.12
H: 5.56 -0.11 -0.42
H: 6.39 -0.03 1.15
H: 4.77 0.68 0.95
H: 4.27 -2.53 2.90
H: 3.94 -0.79 2.95
H: 5.61 -1.38 3.08
H: 1.66 -3.00 -3.72
H: 0.02 -3.06 -3.09
H: 0.71 -4.50 -3.85
H: 3.49 -4.45 -2.62
H: 2.39 -5.83 -2.77
H: 3.09 -5.42 -1.20
H: -0.48 -4.33 -0.94
H: 0.80 -5.28 -0.17
H: 0.13 -5.80 -1.74
H: -4.51 1.77 -1.12
H: -2.10 4.34 1.79
H: -2.67 3.14 2.93
H: -3.67 4.57 2.58
H: -3.31 4.66 -0.45
H: -4.74 4.97 0.55
H: -4.82 3.80 -0.77
H: -4.66 1.67 2.32
H: -5.58 1.96 0.84
H: -5.58 3.17 2.14
N: 2.19 4.17 2.50
C: 1.64 3.56 3.59
O: 1.37 2.33 3.45
C: 1.44 4.29 4.78
C: 1.84 5.64 4.85
N: 2.15 6.75 4.91
C: 0.84 3.70 5.92
N: 0.35 3.27 6.87
H: 2.23 3.43 1.82
H: 2.02 5.13 2.28

Summary:
Net charge: -2
Strongest force on any atom, eV/A: 2.1
HOMO-LUMO gap, hartree: 0.1874

Entry from the OMol25 dataset: a molecular structure, C26H50ClF3IrO2P2Si2 (ωB97M-V/def2-TZVPD).

Cartesian coordinates (Å):
Ir: 0.35 0.01 -0.44
C: 1.10 2.32 0.06
C: 1.81 1.57 -0.94
C: 0.82 1.29 -2.01
Si: 3.63 1.20 -0.76
C: -0.43 1.87 -1.60
C: -0.23 2.57 -0.35
Si: -1.43 3.45 0.82
H: 1.57 2.71 0.96
H: 1.08 0.89 -2.98
H: -1.33 1.88 -2.20
Cl: -1.04 -1.78 -0.94
C: -0.51 4.43 2.11
C: -2.60 4.57 -0.11
C: 4.38 2.25 0.58
C: 4.53 1.42 -2.39
H: -2.00 5.38 -0.56
H: -3.31 5.02 0.59
H: -3.15 4.06 -0.92
H: 0.10 3.77 2.75
H: -1.23 4.96 2.75
H: 0.15 5.17 1.63
H: 4.51 2.48 -2.66
H: 4.09 0.84 -3.22
H: 5.58 1.12 -2.26
H: 4.30 3.32 0.32
H: 5.44 1.99 0.69
H: 3.87 2.08 1.54
C: -2.32 2.04 1.72
C: 3.66 -0.58 -0.17
P: -2.50 0.55 0.66
H: -3.29 2.40 2.11
H: -1.70 1.74 2.58
P: 2.17 -1.44 -0.79
H: 3.61 -0.58 0.93
H: 4.61 -1.06 -0.46
C: 2.22 -3.17 -0.12
C: 2.50 -1.64 -2.63
C: -3.75 1.11 -0.64
C: -3.44 -0.68 1.70
C: -2.47 -1.72 2.27
H: -4.11 -1.19 0.99
C: -4.26 -0.06 2.83
H: -3.60 0.41 3.57
H: -4.82 -0.86 3.34
H: -4.99 0.67 2.48
H: -1.91 -2.21 1.48
H: -3.03 -2.48 2.83
H: -1.77 -1.24 2.96
H: -3.24 1.96 -1.13
C: -5.07 1.59 -0.05
C: -3.95 0.01 -1.68
H: -4.96 2.40 0.68
H: -5.64 0.77 0.40
H: -5.69 1.99 -0.87
H: -3.01 -0.28 -2.15
H: -4.63 0.38 -2.46
H: -4.41 -0.88 -1.23
H: 2.55 -0.60 -3.01
C: 1.34 -2.35 -3.35
C: 3.82 -2.34 -2.92
H: 4.68 -1.87 -2.43
H: 4.01 -2.30 -4.00
H: 3.79 -3.40 -2.64
H: 0.39 -1.83 -3.21
H: 1.22 -3.38 -2.99
H: 1.56 -2.39 -4.42
C: 1.29 -3.36 1.08
C: 3.63 -3.60 0.27
H: 1.84 -3.79 -0.94
H: 3.99 -3.01 1.11
H: 4.35 -3.53 -0.55
H: 3.60 -4.65 0.58
H: 1.57 -2.67 1.89
H: 1.39 -4.39 1.45
H: 0.25 -3.20 0.81
C: -2.89 -4.55 -2.78
H: -2.91 -3.94 -3.69
H: -2.08 -5.29 -2.65
H: -3.74 -4.54 -2.10
F: 1.61 0.09 5.07
C: 0.75 0.51 4.12
F: -0.52 0.16 4.52
F: 0.77 1.89 4.11
C: 1.10 -0.03 2.69
O: 2.23 -0.49 2.51
O: 0.12 0.08 1.85

Summary:
Strongest force on any atom, eV/A: 4.1
HOMO-LUMO gap (alpha / beta), hartree: 0.2171 / 0.2286
Multiplicity: 6

Entry from the OMol25 dataset: a molecular structure, C45H36CdCl3N5O3PS (ωB97M-V/def2-TZVPD).

Cartesian coordinates (Å):
Cd: 1.82 1.57 -1.06
O: 2.69 -4.50 -4.21
C: 3.62 -3.98 -3.57
O: 4.71 -4.40 -3.12
C: 3.36 -2.47 -3.13
C: 4.17 -1.73 -2.27
C: 3.89 -0.42 -2.02
N: 2.84 0.14 -2.51
C: 2.05 -0.48 -3.40
C: 2.30 -1.79 -3.77
C: 0.98 0.33 -3.96
C: 0.45 0.09 -5.24
C: -0.58 0.89 -5.67
C: -1.17 1.84 -4.85
C: -0.66 1.93 -3.55
N: 0.43 1.22 -3.15
C: 4.81 0.51 -1.22
C: 6.04 0.15 -0.82
C: 6.80 0.99 -0.03
C: 6.30 2.25 0.29
C: 5.01 2.56 -0.21
N: 4.24 1.67 -0.86
H: 4.94 -2.28 -1.74
H: 1.72 -2.33 -4.53
H: 0.89 -0.71 -5.87
H: -0.96 0.75 -6.71
H: -1.99 2.50 -5.07
H: -1.09 2.60 -2.73
H: 6.52 -0.72 -1.24
H: 7.77 0.66 0.30
H: 6.87 3.01 0.90
H: 4.57 3.55 0.04
C: 3.79 0.62 2.20
P: 2.10 0.58 1.49
C: 1.10 1.31 2.79
C: 1.53 2.54 3.41
C: 0.80 3.15 4.41
C: -0.37 2.60 4.82
C: -0.87 1.47 4.24
C: -0.08 0.80 3.26
C: 1.67 -1.17 1.42
C: 1.64 -1.79 0.20
C: 1.46 -3.17 0.13
C: 1.43 -3.99 1.24
C: 1.51 -3.37 2.52
C: 1.62 -1.98 2.61
H: 4.51 0.20 1.42
H: 3.88 0.01 3.10
H: 4.02 1.69 2.35
H: 2.47 2.93 3.08
H: 1.07 4.11 4.80
H: -0.95 3.07 5.63
H: -1.81 1.06 4.62
H: -0.40 -0.15 2.82
H: 1.72 -1.20 -0.66
H: 1.40 -3.61 -0.86
H: 1.34 -5.04 1.18
H: 1.52 -3.98 3.42
H: 1.58 -1.50 3.57
Cl: -8.07 -1.25 4.66
C: -6.81 -0.89 3.55
C: -5.68 -1.70 3.42
C: -4.73 -1.35 2.47
C: -4.89 -0.24 1.66
C: -3.84 0.23 0.72
C: -3.04 1.30 1.54
N: -2.05 1.94 0.76
C: -1.83 3.27 0.78
C: -0.63 3.49 0.13
N: -0.18 2.27 -0.25
C: -1.02 1.36 0.16
O: -2.87 -0.78 0.48
C: -3.34 -1.84 -0.39
C: -3.28 -1.44 -1.85
C: -4.31 -0.98 -2.59
Cl: -5.90 -0.56 -2.09
S: -3.87 -0.91 -4.25
C: -2.23 -1.45 -3.93
C: -2.09 -1.69 -2.60
C: -6.04 0.50 1.82
Cl: -6.28 1.98 0.89
C: -7.02 0.20 2.76
H: -5.47 -2.52 4.12
H: -3.82 -1.88 2.56
H: -4.22 0.59 -0.22
H: -2.58 0.77 2.34
H: -3.68 2.11 1.93
H: -2.52 3.95 1.27
H: -0.11 4.41 -0.07
H: -0.99 0.29 0.02
H: -4.31 -2.19 -0.11
H: -2.67 -2.66 -0.16
H: -1.60 -1.67 -4.74
H: -1.17 -2.03 -2.05
H: -7.88 0.83 3.01

Summary:
Net charge: +1
Strongest force on any atom, eV/A: 3.0
HOMO-LUMO gap, hartree: 0.2480

Among the records above, which one has the lowest strongest force on any atom? C32H42N4O3Pd

Number 3 is which compound? C45H36CdCl3N5O3PS

The highest strongest force on any atom belongs to which entry? C26H50ClF3IrO2P2Si2